Entry 1:
ORCA calculation (ωB97M-V with the def2-TZVPD basis set) on a molecular structure, C36H34AsN4O9Rb.

## Properties
**LUMO**: 3.93 eV
**Frontier orbital gap**: 6.99 eV
**Net charge**: -2
**HOMO**: -3.1 eV

Cartesian coordinates (Å):
H  -3.44  1.78  4.60
N  -3.58  -2.13  4.52
C  -2.82  -2.06  3.34
C  -1.51  0.93  4.19
H  -3.56  2.73  -0.77
H  2.07  4.12  -3.05
C  2.04  -4.45  -4.03
H  -3.82  4.89  -1.95
H  0.16  -4.02  -3.70
C  3.79  2.04  3.50
C  -0.58  1.38  2.01
H  -3.43  -2.99  5.03
C  1.28  5.27  -1.43
C  -3.23  -1.28  2.27
O  0.87  -3.73  -4.33
H  5.29  0.76  4.34
C  -0.30  1.37  -3.90
H  1.37  6.22  -1.95
C  2.73  2.13  2.61
C  -0.94  -5.33  -1.65
C  -2.64  1.67  3.88
O  -1.81  -6.11  -1.23
C  0.43  -5.41  -0.93
H  -2.70  -0.56  0.31
H  -1.84  2.53  0.70
Rb  0.13  -1.92  -1.61
C  -3.11  4.15  -2.29
H  2.91  -5.43  -0.19
H  4.58  -1.22  3.03
H  2.21  3.08  2.50
O  -1.80  5.91  -5.11
C  2.71  -4.56  -0.84
C  2.33  1.02  1.87
C  1.67  4.10  -2.04
H  0.98  -6.09  -3.19
H  0.43  6.15  0.34
O  -3.30  6.49  -3.68
C  0.98  2.83  -0.10
As  0.79  1.02  0.65
H  0.32  -4.91  0.03
C  -2.34  4.43  -3.44
H  0.17  4.00  1.51
H  -4.16  -0.72  2.31
H  3.56  -4.41  -1.50
H  -4.56  -1.95  4.37
C  0.60  4.02  0.51
C  -1.60  -2.72  3.23
N  1.52  -4.79  -1.66
O  0.06  0.28  -3.52
C  3.00  -0.18  2.02
C  -0.49  0.79  3.27
O  2.85  -2.21  -0.54
H  4.10  2.91  4.07
C  0.75  5.23  -0.15
C  -2.42  -1.20  1.15
O  -1.84  0.91  -1.40
C  -1.73  2.10  1.69
C  -2.00  1.95  -2.06
H  2.70  -6.11  -2.82
H  -1.23  -3.34  4.04
H  2.72  -1.05  1.44
N  -2.48  5.68  -4.11
C  4.07  -0.27  2.92
H  0.14  1.79  -4.83
H  1.80  1.96  -1.89
H  0.39  0.21  3.52
C  -1.27  2.27  -3.29
O  -1.06  -4.46  -2.57
C  1.52  2.88  -1.39
C  4.46  0.83  3.65
C  1.82  -5.45  -2.91
C  -0.86  -2.59  2.06
O  2.05  -3.43  1.16
C  -1.45  3.48  -3.92
H  2.39  -4.97  -4.93
C  -2.75  2.25  2.62
H  -3.63  2.82  2.36
H  -0.88  3.71  -4.81
C  -2.96  2.97  -1.64
H  0.10  -3.08  1.94
H  -1.43  0.45  5.16
C  2.54  -3.29  0.02
H  0.63  -6.47  -0.70
N  -1.26  -1.84  1.03
H  2.83  -3.75  -3.73

Atomic partial charges in e from the Mulliken method, atoms 1 to 8: 0.369, -0.638, 1.175, -0.600, 0.436, 0.410, -0.340, 0.464

Entry 2:
ORCA calculation (ωB97M-V with the def2-TZVPD basis set) on a molecular structure, C46H38F2LuN9O9 in a non-equilibrium geometry.

## Properties
**LUMO (alpha / beta)**: 2.37 / 2.47 eV
**Frontier orbital gap (alpha / beta)**: 4.46 / 2.98 eV
**Net charge**: -2
**HOMO (alpha / beta)**: -2.1 / -0.5 eV

Cartesian coordinates (Å):
O  11.03  10.13  15.67
N  13.38  14.45  19.34
C  12.04  12.01  16.88
H  18.58  8.68  15.63
H  6.19  16.22  14.32
H  5.47  9.99  10.03
O  13.16  15.65  19.60
C  7.63  11.02  19.35
C  9.13  3.19  20.08
C  7.81  13.18  17.52
C  7.55  13.65  16.21
C  10.86  4.95  21.10
H  13.96  6.76  9.53
O  7.24  4.55  19.19
C  6.72  15.35  14.69
H  7.64  10.17  20.06
H  10.75  6.90  9.63
H  4.12  6.41  11.98
C  18.47  10.81  15.36
C  12.43  12.42  18.13
H  15.20  10.20  15.56
H  3.59  8.43  10.86
C  8.50  4.50  19.74
N  8.61  7.15  11.17
C  12.05  10.44  16.55
H  9.02  13.14  13.26
H  11.53  15.72  17.85
H  19.77  9.74  16.54
C  16.10  10.48  16.10
C  12.69  7.48  11.01
F  6.94  14.88  12.39
C  8.36  13.60  14.01
C  7.04  14.96  16.05
H  9.17  6.38  11.56
C  12.66  8.82  10.43
H  12.75  2.81  13.51
N  11.52  8.94  9.52
C  4.66  8.28  11.07
N  17.11  10.86  15.10
C  6.80  12.14  19.67
C  7.47  14.62  13.80
O  8.55  1.59  18.35
C  10.37  3.46  20.93
C  11.57  14.63  17.61
H  10.02  7.88  8.46
C  9.14  5.65  19.81
N  8.31  9.13  10.21
F  6.86  15.92  17.07
C  9.19  8.12  10.37
C  12.52  5.80  12.23
H  13.64  8.68  9.89
C  9.00  1.83  19.33
H  12.71  11.69  18.87
C  7.25  7.45  11.36
C  8.70  11.07  18.34
C  6.25  6.69  11.96
H  10.54  14.80  15.76
C  7.04  8.61  10.54
H  8.94  6.10  18.77
H  14.97  2.70  12.25
H  15.98  9.33  17.86
O  14.29  13.70  19.76
C  16.68  9.42  17.00
C  14.31  3.56  12.27
N  8.75  12.05  17.56
H  6.54  5.83  12.57
C  12.42  4.85  13.19
N  16.25  11.82  13.06
N  12.03  7.09  12.06
H  19.07  10.79  14.43
H  6.13  12.02  20.52
H  11.09  2.79  20.43
H  15.83  11.39  16.62
C  8.24  12.89  15.18
H  6.28  7.96  25.80
C  5.70  9.05  10.54
C  6.92  13.24  18.73
C  14.54  4.57  11.38
H  16.64  8.43  16.49
C  10.38  7.93  9.50
H  18.76  11.65  15.99
H  15.37  4.62  10.67
O  12.89  9.64  16.93
H  6.43  14.18  18.97
C  11.09  14.17  16.46
H  7.06  8.68  25.09
C  16.69  11.16  13.95
C  11.48  12.92  15.98
C  4.91  7.13  11.81
H  12.71  9.64  11.16
Lu  8.97  10.91  15.70
H  11.62  4.64  13.87
O  6.07  8.41  25.15
C  18.76  9.57  16.20
C  13.17  3.66  13.03
C  10.35  5.88  20.41
H  11.75  9.24  8.58
O  17.97  9.64  17.45
C  12.45  13.83  18.42
H  9.86  0.26  19.55
C  13.53  5.51  11.26
O  9.59  0.79  20.31
H  11.30  12.62  14.94
H  11.52  5.18  21.98
N  13.34  6.51  10.31

Atomic partial charges in e from the Mulliken method, atoms 1 to 8: -0.707, 0.869, 0.728, 0.374, 0.434, 0.382, -0.756, -0.813

Entry 3:
ORCA calculation (ωB97M-V with the def2-TZVPD basis set) on a molecular structure, C3H6NiO in a non-equilibrium geometry.

## Properties
**2S+1**: 4
**LUMO (alpha / beta)**: -5.77 / -6.86 eV
**Frontier orbital gap (alpha / beta)**: 7.22 / 8.85 eV
**Net charge**: +1
**HOMO (alpha / beta)**: -13.0 / -15.7 eV
**<S²>**: 3.761

Cartesian coordinates (Å):
H  1.89  1.14  0.07
H  -0.77  -0.83  -1.78
C  -1.76  -1.25  0.18
C  -1.00  -0.40  -0.79
H  0.29  1.84  -0.50
H  -1.51  0.55  -1.00
O  0.26  -0.14  -0.11
H  -2.75  -1.56  -0.15
H  1.31  0.82  -1.61
C  1.00  0.98  -0.56
Ni  -0.12  -1.37  1.32

Atomic partial charges in e from the Mulliken method, atoms 1 to 8: 0.280, 0.336, -0.713, 0.099, 0.304, 0.363, -0.327, 0.460

Entry 4:
ORCA calculation (ωB97M-V with the def2-TZVPD basis set) on a molecular structure, C29H21IrN6 in a non-equilibrium geometry.

## Properties
**2S+1**: 6
**LUMO (alpha / beta)**: -10.48 / -13.45 eV
**Frontier orbital gap (alpha / beta)**: 5.11 / 3.86 eV
**Net charge**: +3
**HOMO (alpha / beta)**: -15.6 / -17.3 eV
**<S²>**: 8.989

Cartesian coordinates (Å):
N  2.93  -0.16  2.19
C  -1.64  -1.23  -2.02
N  3.54  0.22  -0.09
C  -0.88  0.71  -4.09
C  -1.93  1.77  -0.11
H  -2.73  0.12  4.47
C  -0.73  3.93  -0.07
H  -3.46  -1.37  -3.32
C  0.56  -0.16  2.32
C  -2.46  -0.95  -3.24
H  -3.83  -2.88  -0.65
C  -2.21  -1.40  -0.50
C  0.60  -0.13  3.73
H  -4.06  1.51  -0.45
C  -1.80  -0.04  3.87
C  -1.93  -0.23  2.49
H  1.42  3.72  0.49
C  -3.26  -0.37  -0.26
Ir  1.80  0.82  -0.12
C  3.88  0.05  1.24
H  7.29  0.03  0.65
H  -4.29  -0.71  -0.31
H  -2.16  -4.91  -0.36
H  -1.14  -2.19  -2.22
H  0.16  -4.33  0.20
C  -1.91  3.16  -0.25
H  -0.44  0.04  5.64
H  0.64  1.36  -2.71
C  -0.75  1.08  0.39
C  -1.94  -0.22  -4.30
H  -2.34  -0.35  -5.32
C  4.41  0.27  -1.14
C  -2.77  -2.76  -0.41
N  -0.10  -2.36  0.47
C  -0.23  0.71  -2.89
C  6.20  0.05  0.50
C  -0.80  -0.16  1.55
C  5.74  0.21  -0.83
C  0.44  3.26  0.27
C  -0.82  -1.21  0.36
H  1.57  -0.13  4.19
C  5.28  -0.07  1.49
H  -2.93  -0.37  2.08
C  -0.58  -0.17  -1.89
N  1.73  -0.07  1.57
C  -1.93  -3.83  -0.20
H  -2.85  3.64  -0.48
H  -0.73  5.02  -0.15
C  -0.54  -0.09  4.53
N  -0.09  -0.06  -0.60
N  0.35  1.95  0.47
H  -0.58  1.39  -4.87
H  5.51  -0.24  2.55
H  6.50  0.29  -1.61
C  -3.10  1.00  -0.29
H  3.96  0.38  -2.13
C  -0.58  -3.53  0.18

Atomic partial charges in e from the Mulliken method, atoms 1 to 8: -1.217, 0.746, -0.024, -0.821, 0.093, 0.466, -1.147, 0.436

Entry 5:
ORCA calculation (ωB97M-V with the def2-TZVPD basis set) on a single C2H5NO molecule in a non-equilibrium geometry.

## Properties
**LUMO (alpha / beta)**: 0.68 / 0.71 eV
**Frontier orbital gap (alpha / beta)**: 8.86 / 8.62 eV
**HOMO (alpha / beta)**: -8.2 / -7.9 eV

Cartesian coordinates (Å):
H  -0.63  -1.87  -0.49
C  1.33  1.08  0.95
O  0.52  0.15  0.62
N  -0.03  0.25  -0.46
C  -0.98  -0.77  -0.75
H  -1.94  -0.73  -0.18
H  -1.30  -0.85  -1.77
H  1.76  0.85  1.93
H  1.27  1.89  0.15

Atomic partial charges in e from the Mulliken method, atoms 1 to 8: 0.241, -0.337, 0.103, -0.558, -0.623, 0.254, 0.292, 0.288

Entry 6:
ORCA calculation (ωB97M-V with the def2-TZVPD basis set) on a molecular structure, C9H11I2O7PtS2Se3Te.

## Properties
**2S+1**: 5
**LUMO (alpha / beta)**: 1.56 / -1.07 eV
**Frontier orbital gap (alpha / beta)**: 7.36 / 5.06 eV
**Net charge**: -1
**HOMO (alpha / beta)**: -5.8 / -6.1 eV
**<S²>**: 6.023

Cartesian coordinates (Å):
C  -3.74  2.24  0.89
H  -3.95  0.10  -0.77
C  -2.81  1.04  0.81
O  2.83  -2.87  -0.69
O  0.87  -2.67  4.02
H  -2.62  -4.50  -0.63
C  0.12  -2.84  1.55
S  1.60  -2.15  -0.77
H  -3.19  3.11  1.24
H  -1.19  -3.15  3.18
C  0.29  -2.95  0.16
H  -2.81  -0.99  0.05
O  -1.70  1.42  0.02
H  -3.00  -4.14  1.80
C  -1.08  -3.25  2.11
H  -4.16  2.45  -0.10
Se  -2.20  1.82  -4.76
O  1.73  -0.98  2.49
H  -2.48  0.75  1.82
C  -2.07  -3.83  1.34
C  -0.69  -3.57  -0.60
C  -1.86  -4.02  -0.02
H  -0.54  -3.64  -1.67
I  -1.20  2.90  3.76
Se  -0.53  0.01  -2.24
O  1.05  -2.04  -2.13
S  1.44  -2.43  2.71
H  -4.32  -0.52  0.85
C  -3.52  -0.17  0.20
O  2.56  -3.23  2.33
Pt  -0.06  0.32  0.05
Se  -1.92  1.91  -2.53
O  1.70  -0.78  -0.15
I  0.33  0.75  2.94
H  -4.56  2.05  1.58
Te  -0.19  -0.60  -5.05

Atomic partial charges in e from the Mulliken method, atoms 1 to 8: -1.450, 0.258, 0.809, -0.648, -0.749, 0.373, 0.076, 1.212

Entry 7:
ORCA calculation (ωB97M-V with the def2-TZVPD basis set) on a single C4H6OS molecule in a non-equilibrium geometry.

## Properties
**LUMO**: 0.89 eV
**SMILES**: C1C[C@H]2S[C@H]2O1
**Frontier orbital gap**: 10.09 eV
**HOMO**: -9.2 eV

Cartesian coordinates (Å):
S  -1.11  1.45  1.13
C  0.45  -0.80  0.48
C  -0.96  -0.26  0.54
H  -1.93  0.95  -1.19
H  1.88  -0.39  -1.13
C  1.19  0.16  -0.47
H  0.41  -1.82  0.08
H  1.78  0.89  0.10
O  0.27  0.82  -1.30
C  -1.13  0.76  -0.50
H  -1.77  -0.94  0.80
H  0.93  -0.82  1.46

Atomic partial charges in e from the Mulliken method, atoms 1 to 8: -0.144, -0.514, -0.362, 0.440, 0.313, -0.446, 0.301, 0.274

Entry 8:
ORCA calculation (ωB97M-V with the def2-TZVPD basis set) on a molecular structure, C33H50BaIN3O4Se2Si3.

## Properties
**LUMO**: 3.63 eV
**Frontier orbital gap**: 5.58 eV
**Net charge**: -2
**HOMO**: -2.0 eV

Cartesian coordinates (Å):
H  6.11  -0.65  -2.64
C  -0.82  -4.70  1.72
H  -3.81  0.69  4.27
H  -2.68  -1.48  -0.26
C  2.34  3.07  1.48
H  -2.42  -0.46  -2.29
H  0.65  -5.87  -0.70
H  -3.11  -5.57  -0.18
C  -3.05  -3.21  -4.23
I  -1.56  -0.05  2.37
C  -5.43  1.67  3.26
H  2.96  -4.47  -3.79
H  6.64  1.42  -1.50
O  5.36  0.10  -4.38
N  -3.13  1.32  -0.24
H  -1.06  -1.67  -6.02
H  -0.71  -6.32  -3.46
C  -5.90  2.12  2.04
H  2.80  3.78  2.16
C  0.94  -3.72  3.01
H  -0.28  -5.34  -4.86
C  3.49  1.62  -2.86
H  1.88  -2.05  2.02
C  -3.83  1.46  0.96
H  -0.14  -3.14  -5.68
C  -3.13  4.62  0.66
C  -1.74  4.10  0.88
C  -4.18  1.08  3.33
H  4.66  3.40  -1.71
H  -3.54  -2.67  -5.05
C  -1.92  -0.56  -3.26
H  -3.78  -3.31  -3.41
H  5.07  0.73  -0.04
Si  -1.61  -3.67  -0.92
H  -1.17  5.82  2.01
H  -1.72  -6.18  -1.09
H  -5.47  2.34  -0.06
H  4.46  0.15  -4.76
C  -0.45  -2.18  -5.27
N  0.34  -2.80  0.88
H  3.91  2.29  -3.62
C  -0.61  -3.74  0.72
H  -1.02  0.06  -3.26
C  -0.84  4.88  1.59
H  2.44  2.05  1.88
H  4.44  -1.10  -2.96
H  0.45  -1.58  -5.11
H  -3.06  -5.40  -1.93
C  -0.05  -4.69  2.87
C  -2.04  1.94  -0.48
C  5.82  1.88  -2.06
C  -3.03  -2.49  -0.49
H  6.17  2.11  -3.07
H  -6.03  1.76  4.16
C  1.10  -2.80  1.98
H  1.92  -4.64  -0.58
C  -5.12  2.00  0.91
C  4.65  0.88  -2.16
Si  -1.45  -2.35  -3.68
Se  2.13  0.55  -3.82
H  -3.66  4.01  -0.07
O  -3.89  4.75  1.86
H  -3.96  3.87  2.25
C  0.90  3.42  1.27
C  4.27  0.44  -0.72
H  -0.21  -5.43  3.65
C  -1.27  2.89  0.35
H  2.96  2.24  -2.13
H  0.91  -6.46  -4.18
H  -1.57  1.69  -1.44
C  1.41  -5.32  -1.26
Si  0.72  -4.38  -2.76
H  2.90  3.07  0.54
C  -3.38  0.96  2.19
H  2.04  -3.14  -4.51
C  2.25  -3.66  -3.57
H  -2.82  -4.22  -4.58
O  5.50  3.08  -1.35
H  1.58  -3.68  3.88
C  5.15  -0.28  -3.02
H  2.15  -6.05  -1.62
H  -3.56  -2.86  0.39
Ba  0.94  -0.75  -1.10
H  -2.58  -0.13  -4.02
H  2.77  -2.95  -2.92
C  0.09  2.53  0.52
C  -2.45  -5.37  -1.02
Se  3.92  -1.47  -0.28
N  0.44  4.55  1.79
H  -6.88  2.58  1.96
H  -1.58  -5.45  1.58
H  3.40  1.01  -0.39
C  0.11  -5.76  -3.93
C  -0.58  -3.18  -2.31
H  -3.74  -2.40  -1.31
O  0.54  1.41  0.05
H  -3.08  5.63  0.25

Atomic partial charges in e from the Mulliken method, atoms 1 to 8: 0.538, -0.328, 0.397, -0.456, -0.786, 0.011, 0.254, 0.361